Below is one molecule with the formula C5H6N4O2 in a non-equilibrium geometry, with properties calculated with wB97M-V/def2-TZVPD.

Structure (XYZ):
```
17
Properties=species:S:1:pos:R:3:forces:R:3:mulliken_charge:R:1
C 1.931532 0.894486 0.500548 0.417 -0.252 0.166 -0.158
C -0.107099 -0.879368 -0.543135 0.698 0.059 -0.361 -0.404
C -0.315882 1.386674 -0.039554 -0.621 0.552 -1.001 0.128
C -1.339409 -1.295309 0.096859 -0.595 0.054 0.046 0.469
C 2.170482 -0.304383 -0.404209 0.203 0.609 0.021 -0.461
N 0.760180 1.385663 0.588168 0.654 0.078 0.424 -0.253
N 1.067563 -1.193889 -0.100316 -0.936 -0.524 0.131 -0.084
N -1.969542 -0.156305 0.610795 0.106 0.054 0.139 -0.190
N -1.573646 1.113438 0.181760 -0.362 -0.519 0.179 0.088
O -1.878150 -2.383650 0.137796 0.248 -0.103 0.085 -0.623
O -2.525436 1.683862 -0.679339 -0.334 0.169 0.074 -0.417
H 2.692797 1.244422 1.172423 0.212 0.080 0.123 0.422
H 2.108808 -0.021671 -1.458877 -0.039 -0.107 0.068 0.243
H 3.127811 -0.774093 -0.187844 -0.027 -0.022 -0.033 0.343
H 1.210327 -1.771239 0.734959 -0.158 0.089 -0.166 0.274
H -2.917341 -0.233077 0.960990 0.145 0.055 -0.089 0.266
H -2.443003 1.304433 -1.571023 0.390 -0.274 0.195 0.358
```
Positions in Å, forces in eV/Å.

energy relative to the best compared isomer or geometry (same formula, charge and spin): 697.4 kJ/mol
DFT total energy: -15330.789 eV
E_LUMO: 0.01 eV
orbital gap: 8.07 eV


Below is one molecule with the formula C5H8N2, with properties calculated with wB97M-V/def2-TZVPD.

Structure (XYZ):
```
15
Properties=species:S:1:pos:R:3:forces:R:3:mulliken_charge:R:1
C 2.675539 -0.774090 0.332995 0.189 0.041 -0.015 -0.689
N 1.272023 -0.981263 0.042632 -0.337 0.265 0.331 -0.388
C 0.432142 -0.396545 0.785783 0.221 -0.115 -0.179 0.112
N -0.965468 -0.584480 0.660334 0.193 -0.018 0.215 -0.481
C -1.383496 -1.012192 -0.711060 -0.090 0.165 -0.100 -0.184
C -1.635278 0.204344 -0.421274 -0.005 -0.112 -0.178 0.347
C -2.132659 1.581740 -0.538578 -0.028 0.016 -0.009 -1.073
H 3.172871 -0.371786 -0.556630 -0.061 -0.101 0.119 0.246
H 2.858457 -0.081549 1.170504 -0.065 -0.115 -0.091 0.297
H 3.145769 -1.736112 0.565003 -0.053 0.145 -0.048 0.223
H 0.710240 0.251308 1.630446 -0.002 -0.100 -0.107 0.325
H -1.375124 -1.919628 -1.284905 -0.032 0.116 0.041 0.380
H -2.770027 1.815128 0.320399 0.075 -0.033 -0.083 0.306
H -1.295849 2.288983 -0.538759 -0.107 -0.099 0.003 0.300
H -2.709140 1.716143 -1.456890 0.103 -0.054 0.103 0.280
```
Positions in Å, forces in eV/Å.

energy relative to the best compared isomer or geometry (same formula, charge and spin): 374.6 kJ/mol
SMILES string: C/N=C/N1C=C1C
DFT total energy: -8291.114 eV
E_LUMO: 1.01 eV
orbital gap: 9.30 eV


Below is C16H8Cl4GaN2O2Se2 as an isolated structure, with properties calculated with wB97M-V/def2-TZVPD.

Structure (XYZ):
```
35
Properties=species:S:1:pos:R:3:forces:R:3:mulliken_charge:R:1
Ga -0.055139 -1.826282 -2.332369 -0.020 -0.027 0.054 0.397
Cl 0.400558 4.283801 2.409585 0.073 0.073 0.126 -0.220
C 0.836023 2.621473 0.849991 0.004 -0.002 -0.022 -0.944
C 2.010090 1.938038 1.289171 0.006 -0.006 0.000 0.515
Cl 2.956448 2.428958 2.602301 -0.005 -0.002 -0.005 -0.148
C 2.296790 0.838533 0.535723 0.005 -0.031 -0.017 0.031
Cl 3.631709 -0.173524 0.867397 0.009 0.001 0.006 -0.127
C 1.425274 0.443924 -0.574223 -0.003 -0.015 -0.001 -0.053
O 1.582365 -0.609427 -1.186722 0.030 0.072 -0.021 -0.640
C 0.323323 1.381286 -0.955557 -0.005 -0.154 0.007 1.838
O -2.014370 1.223065 -1.549236 0.069 -0.157 0.094 -0.420
C -0.006483 2.465670 -0.054372 0.052 0.017 -0.022 0.097
Cl -2.899715 4.291273 0.728132 0.120 0.055 0.018 -0.253
Se -2.534807 -2.536798 -0.055653 0.003 -0.071 -0.045 -0.034
Se -2.000745 -0.429680 0.934298 0.011 0.019 0.023 0.163
C -2.563694 0.762145 -0.408835 -0.088 0.157 0.016 0.857
C -3.620974 0.835622 0.362348 0.003 -0.080 -0.045 -0.654
C -0.940091 3.829102 -2.116813 0.110 0.076 0.051 -0.362
C -0.364389 2.935175 -2.875003 -0.083 -0.100 0.017 -0.670
C 0.128381 1.615973 -2.443187 0.095 0.026 -0.129 -0.291
N -0.734828 0.669094 -1.753097 -0.072 0.085 -0.008 0.176
C -0.837693 -3.317211 0.399982 0.065 0.001 0.005 0.205
C -0.739847 -4.256824 1.412244 -0.021 0.002 0.009 -0.630
C 0.512370 -4.774493 1.714182 0.005 -0.004 -0.003 -0.204
C 1.618903 -4.323288 1.013766 -0.009 -0.011 0.015 -0.790
C 1.432535 -3.381276 0.018038 -0.004 -0.001 -0.004 -0.061
N 0.226816 -2.897515 -0.289990 -0.043 0.007 -0.042 -0.102
H -3.675751 5.029466 1.431796 -0.043 -0.018 0.045 0.252
H -0.794862 4.367001 1.925466 -0.223 0.056 -0.135 0.299
H -0.303239 3.222491 -3.925477 -0.023 0.034 0.020 0.450
H 0.834636 1.109296 -3.091924 -0.011 0.010 -0.013 0.525
H -1.623995 -4.565863 1.950818 -0.001 0.002 0.003 0.451
H 0.619770 -5.514817 2.495577 -0.002 0.001 0.001 0.414
H 2.610887 -4.693380 1.228869 0.002 0.001 -0.003 0.429
H 2.263749 -2.991003 -0.557230 -0.007 -0.014 0.007 0.500
```
Positions in Å, forces in eV/Å.

energy relative to the best compared isomer or geometry (same formula, charge and spin): 3.0 kJ/mol
DFT total energy: -256935.897 eV
net charge: +1
E_LUMO: -4.51 eV
orbital gap: 7.31 eV


Below is a 2-piece molecular cluster, C6H13FN overall in a non-equilibrium geometry, with properties calculated with wB97M-V/def2-TZVPD.

Structure (XYZ):
```
21
Properties=species:S:1:pos:R:3:forces:R:3:mulliken_charge:R:1
C -0.603646 1.946689 2.463227 1.161 0.224 -2.257 -0.551
C -1.220999 0.808049 2.300265 -1.183 -0.052 3.280 -0.112
C 1.461418 -1.172360 0.613630 1.668 0.641 1.825 -1.255
C -0.046136 0.658547 -2.400563 0.150 -0.928 -3.395 -1.269
C 1.319254 -0.309470 -0.558001 0.242 0.602 -2.213 -0.043
C 0.190875 -0.267400 -1.279626 1.352 1.067 -0.042 0.369
N -0.836851 -1.254275 -1.087496 -1.223 -2.583 0.707 -0.235
F -1.177584 -0.028142 1.275175 0.086 -0.390 -1.472 -0.168
H 0.056230 2.386677 1.698803 -0.413 -0.277 0.318 0.232
H -0.734630 2.508553 3.342046 -0.237 0.349 1.006 0.274
H 0.893513 -0.637237 1.415108 0.617 -0.961 -0.218 0.257
H 1.162586 -2.201069 0.494089 -0.448 -0.356 -0.043 0.389
H 2.536153 -1.239350 0.935603 -1.066 0.159 -0.214 0.342
H -0.142652 1.676399 -2.157127 -0.345 1.269 0.814 0.313
H -0.912242 0.447665 -3.174623 1.680 -0.057 1.722 0.342
H 0.917804 0.614915 -2.968930 -0.940 0.200 -0.071 0.314
H -1.813048 0.373114 3.130027 0.207 0.261 -0.755 0.275
H 2.209298 0.311404 -0.948212 -1.719 -0.764 0.951 0.328
H -1.819385 -0.917728 -1.269502 1.239 -0.286 0.116 0.411
H -0.814133 -1.607193 -0.087650 -0.129 0.338 -1.274 0.390
H -0.625823 -2.097789 -1.736245 -0.700 1.546 1.216 0.394
```
Positions in Å, forces in eV/Å.

energy relative to the best compared isomer or geometry (same formula, charge and spin): 44.3 kJ/mol
DFT total energy: -10631.684 eV
net charge: +1
E_LUMO: -3.47 eV
orbital gap: 10.11 eV